# C52H125N7O11

11 unconnected molecules or ions with the total composition C52H125N7O11 (ωB97M-V with the def2-TZVPD basis set, the OMol25 dataset).

Calculated values
gap between HOMO and LUMO: 8.3 eV
charge: 0
HOMO energy: -0.300 Ha
energy above the lowest of the compared OMol25 structures with the same formula, charge and spin: 88.32 kcal/mol
SMILES: CC1(C)CCCC(C)(C)N1O.CC1(C)CCCC(C)(C)N1O.CC1(C)CCCC(C)(C)N1O.CC1(C)CCCC(C)(C)N1O.COC[C@H](C)N.COC[C@H](C)N.COC[C@H](C)N.CO.CO.CO.CO
molar mass: 1024.6 g mol⁻¹

Each line ends with the Löwdin charge.
Atoms and positions in Å:
H1 14.097830 28.633000 -30.680080  0.08
H2 9.597540 29.947730 -8.776290  0.09
O1 20.202490 26.787960 -21.190550  -0.12
H3 12.863890 28.140680 -7.934060  0.11
H4 22.454300 15.212280 -22.423380  0.09
C1 13.456410 32.780400 -22.793890  -0.13
H5 12.886040 34.240310 -19.574650  0.05
H6 -0.016650 26.678610 -30.123520  0.11
H7 14.919420 28.079050 -11.642370  0.07
H8 20.097390 19.235000 -18.530860  0.08
H9 12.060330 25.949250 -8.538320  0.11
O2 7.560390 20.311970 -30.657510  -0.18
C2 10.696920 17.451690 -23.876780  -0.19
C3 19.712350 19.923820 -21.045950  -0.04
H10 21.054960 18.652970 -23.415510  0.07
H11 21.138710 26.680870 -21.373890  0.08
H12 12.890200 25.179890 -20.202170  0.08
H13 4.020360 25.361160 -28.442390  0.08
O3 13.287920 27.050550 -31.940480  -0.21
H14 4.445950 20.865990 -22.408460  0.07
H15 8.740440 22.689820 -30.516370  0.08
H16 10.221230 16.757590 -23.183930  0.08
C4 14.778330 34.529630 -21.651200  -0.14
C5 5.525530 20.722520 -22.453270  -0.21
H17 11.556390 27.106430 -35.991230  0.08
C6 10.215200 29.653620 -9.624870  -0.04
H18 9.163620 19.076120 -31.348350  0.12
H19 21.885740 15.314440 -20.749350  0.09
H20 18.410430 19.306650 -18.875400  0.08
H21 1.131720 24.139090 -34.401000  0.08
H22 20.047270 15.904280 -23.514540  0.12
H23 12.059270 31.552320 -8.888030  0.07
H24 14.832330 37.014290 -20.957060  0.08
H25 14.021130 26.463750 -20.692790  0.09
H26 20.636450 26.577070 -17.254460  0.07
H27 13.080810 28.778020 -33.054630  0.12
H28 20.166980 27.333920 -23.093780  0.07
H29 10.590710 34.319120 -24.093350  0.07
H30 10.625560 27.591210 -11.616680  0.05
C7 12.805860 26.899090 -10.403320  -0.14
C8 21.709300 17.878880 -23.014620  -0.03
H31 19.140780 17.719200 -18.446560  0.09
C9 3.395130 25.969750 -30.493620  -0.50
H32 10.435840 17.363900 -24.931400  0.08
C10 0.813990 26.015050 -30.364000  -0.18
H33 4.255620 23.780910 -31.785420  0.08
H34 18.258840 16.862060 -20.398230  0.11
C11 3.590400 24.932200 -29.347500  -0.02
H35 11.142550 32.661930 -24.346370  0.08
H36 4.259200 24.133700 -29.668790  0.07
C12 11.404580 27.999430 -12.260560  -0.03
H37 19.663800 19.867360 -22.133400  0.07
C13 11.234310 33.023000 -21.648380  -0.03
H38 4.286410 27.700010 -31.334560  0.09
H39 20.551810 20.540820 -20.725460  0.09
C14 14.003390 36.867110 -21.649380  -0.03
H40 11.568890 30.663980 -11.616370  0.06
H41 10.551650 26.512560 -23.879220  0.08
H42 13.840780 35.654780 -19.188250  0.07
H43 14.174830 25.792180 -34.382100  0.08
H44 12.565560 27.931670 -30.134950  0.08
H45 9.816700 25.294050 -24.942310  0.07
N1 11.628080 27.779940 -35.242010  0.05
H46 -0.218280 25.021450 -32.077670  0.12
H47 11.051060 28.887670 -12.784150  0.08
H48 18.860540 20.545060 -20.769220  0.08
H49 2.538370 22.691280 -32.059450  0.08
C15 4.476040 26.990960 -30.528710  -0.05
H50 11.774290 20.580440 -30.321220  0.08
H51 17.724570 16.660990 -22.827250  0.10
H52 12.476910 23.120270 -25.008190  0.06
H53 11.687520 23.869680 -22.198700  0.12
O4 11.335280 35.870660 -22.250130  -0.01
H54 10.702470 27.956020 -34.878220  0.08
C16 22.148830 15.897020 -21.632220  -0.07
H55 12.441110 25.307820 -24.735210  0.14
H56 9.419170 19.704230 -29.734500  0.12
H57 13.899790 32.949220 -23.775230  0.12
C17 19.585760 18.523620 -20.455940  -0.53
H58 13.118470 23.660010 -22.918460  0.11
C18 12.558490 27.824150 -32.981070  -0.15
H59 23.116760 16.252400 -21.278770  0.08
C19 1.951110 24.810350 -32.386520  -0.45
C20 0.692670 25.581630 -31.866820  -0.13
C21 14.439730 33.018530 -21.671610  -0.19
H60 14.100050 32.690620 -20.689160  0.10
H61 0.631340 26.490090 -32.466020  0.11
C22 13.747570 26.669240 -34.868210  -0.07
H62 2.664060 24.507940 -28.960200  0.07
N2 20.828270 17.742350 -20.666210  -0.06
H63 11.551060 27.157010 -12.936560  0.08
O5 22.048710 18.374560 -20.125300  -0.02
H64 7.402650 19.685840 -28.644680  0.08
H65 11.214920 28.129970 -7.563390  0.11
O6 4.366800 24.627590 -32.224020  0.00
H66 12.062900 26.045020 -34.129020  0.13
C23 9.798970 21.085540 -31.294000  -0.47
H67 1.566250 23.426730 -30.794850  0.07
C24 19.465770 26.921680 -22.368200  -0.18
H68 11.744310 21.652860 -31.737310  0.07
H69 10.863550 26.630460 -9.627960  0.09
H70 0.749890 25.073330 -29.818890  0.09
H71 10.401580 33.704350 -21.473970  0.08
C25 13.050780 35.284230 -19.841470  -0.01
C26 12.165020 30.620140 -8.333100  -0.04
H72 5.790090 21.517550 -21.756110  0.07
H73 14.249260 24.743940 -21.152990  0.08
C27 21.118080 16.934030 -21.908120  -0.51
H74 4.473260 27.614870 -29.634920  0.09
H75 18.792800 17.953630 -23.165910  0.09
H76 10.110930 30.484780 -10.322290  0.08
C28 6.912140 19.538670 -29.606890  -0.09
H77 10.305760 22.914180 -30.831450  0.07
H78 12.132880 35.866610 -19.761550  0.08
H79 11.725440 32.839100 -20.692840  0.07
H80 1.967190 27.614840 -30.807640  0.12
H81 5.815220 20.999580 -23.466890  0.08
H82 17.414070 18.183470 -20.880930  0.12
H83 11.587790 30.696790 -7.411670  0.08
C29 13.525310 25.545940 -21.008850  -0.08
O7 12.833930 25.655000 -22.279220  -0.18
H84 18.589380 27.550160 -22.526490  0.08
H85 22.202550 17.802470 -19.369890  0.09
H86 11.188270 23.495200 -25.856480  0.07
O8 10.303100 18.695140 -23.416410  -0.13
C30 11.888380 28.144570 -8.420320  -0.13
H87 9.513830 21.280210 -32.327880  0.13
C31 13.514230 35.382540 -21.381150  -0.47
C32 11.692060 29.441180 -9.277640  -0.46
H88 11.569970 19.970840 -31.956950  0.08
H89 13.955130 27.407710 -12.942590  0.07
H90 10.538510 19.347500 -24.080190  0.07
H91 2.131430 27.106470 -29.126720  0.12
C33 11.459340 33.662050 -24.050560  -0.03
H92 13.227640 31.737120 -22.576370  0.12
H93 14.317580 36.969450 -22.688080  0.08
H94 5.440670 26.505520 -30.676820  0.09
N3 12.483100 34.979410 -22.317830  -0.10
H95 15.171490 34.759680 -22.641460  0.12
H96 13.687290 26.356330 -35.910590  0.07
C34 1.716910 23.383170 -31.873510  -0.05
H97 14.065910 29.060990 -12.877670  0.07
H98 6.845230 19.470010 -22.262560  0.08
C35 13.492480 27.726600 -30.670550  -0.11
N4 9.642380 22.236450 -30.484040  0.03
H99 11.777480 17.372890 -23.757270  0.07
C36 11.289120 20.775630 -31.277580  -0.07
C37 2.122900 26.753580 -30.157980  -0.16
C38 11.855450 26.787540 -9.204210  -0.18
H100 9.767160 25.129950 -23.289460  0.08
H101 18.766370 26.220420 -16.389630  0.07
C39 12.360490 24.439330 -22.839560  -0.23
C40 18.619660 17.153060 -22.446740  -0.15
C41 12.377560 27.073310 -34.307100  -0.50
H102 19.174940 25.910060 -22.651330  0.07
H103 22.074490 17.265250 -23.838150  0.08
H104 15.329310 32.401800 -21.799650  0.11
H105 5.886630 19.887600 -29.485750  0.08
C42 10.456800 25.444110 -24.072920  -0.08
H106 13.784110 27.001730 -9.933650  0.11
C43 11.718790 24.684810 -24.207750  -0.46
N5 12.653920 29.445340 -10.490660  -0.07
N6 11.518380 23.421320 -24.904820  0.04
H107 13.229410 37.611550 -21.462690  0.07
H108 0.787990 22.914140 -32.197890  0.09
H109 22.598890 18.386590 -22.641860  0.08
C44 19.905470 16.223400 -22.482000  -0.12
H110 11.571630 28.007680 -32.556180  0.11
H111 14.524660 27.425680 -34.977940  0.08
H112 19.734490 15.328010 -21.884370  0.11
C45 12.652440 28.191680 -11.330590  -0.44
C46 13.993710 28.207720 -12.203270  -0.04
H113 19.422980 26.093730 -14.796740  0.07
H114 9.779790 28.717700 -9.974970  0.07
O9 20.766210 26.540670 -16.303960  -0.12
C47 12.182600 33.618290 -22.674950  -0.53
O10 5.953660 19.529160 -21.911530  -0.09
H115 10.710270 32.119120 -21.958980  0.08
H116 6.919680 18.475540 -29.847280  0.08
C48 18.391450 17.729580 -21.044720  -0.14
C49 1.879210 24.782020 -33.936250  -0.04
H117 13.223310 30.454790 -8.131140  0.08
H118 2.770220 24.316930 -34.358010  0.07
O11 12.465990 30.636420 -11.275710  -0.04
H119 1.787250 25.733810 -34.459440  0.08
N7 3.268520 25.325280 -31.848450  -0.12
H120 12.056940 34.028310 -24.885330  0.08
H121 14.181200 27.100010 -30.103850  0.08
H122 19.633790 24.739400 -15.872950  0.07
H123 11.429780 36.328000 -23.088880  0.10
H124 12.792500 25.985280 -10.997350  0.12
C50 19.283560 18.661800 -18.974970  -0.05
C51 8.951620 19.922230 -30.694700  -0.20
C52 19.619420 25.828670 -15.835610  -0.17
H125 15.547950 34.638130 -20.886990  0.12

Force components x, y, z for each atom (eV/Å):
H -0.3 0.6 -0.9
H 0.4 0.0 0.3
O -0.6 0.7 2.0
H 0.3 0.4 -0.2
H -0.7 0.1 -0.4
C -0.1 -0.5 1.0
H -0.2 0.1 0.0
H -0.1 -0.2 0.2
H -0.3 0.3 0.3
H 0.1 -0.2 0.3
H 0.2 0.0 -0.1
O 0.8 -1.3 1.4
C 0.6 -0.3 0.2
C -0.9 0.6 -0.6
H -0.3 -0.2 0.1
H -0.2 0.1 -0.3
H -0.5 0.2 0.0
H 0.4 0.4 -0.2
O -0.3 0.8 -0.5
H -0.3 -0.9 -0.2
H -0.3 -0.4 -0.1
H 0.0 -0.5 -0.6
C -0.6 -1.6 0.4
C -1.5 2.4 0.8
H -0.5 0.4 -0.6
C 0.1 -0.3 0.0
H -0.6 -0.4 0.0
H -0.6 -0.4 -0.1
H -0.2 -0.2 0.1
H -0.6 0.0 0.8
H 0.4 0.1 0.1
H 0.1 0.1 0.1
H 0.1 0.3 -0.2
H -0.3 0.1 -0.5
H 0.4 0.1 -0.1
H 0.0 0.1 -0.6
H -0.2 -0.2 -0.7
H -0.2 -0.2 0.6
H -0.4 0.5 0.0
C 0.4 1.2 0.8
C 0.5 -0.3 0.2
H 0.0 0.0 -0.1
C -1.7 -0.9 0.3
H -0.2 -0.7 0.0
C -0.1 -1.3 -1.6
H 0.5 -0.7 0.1
H 0.3 -0.3 0.2
C 0.2 0.1 -0.1
H -0.1 -0.1 0.1
H 0.0 -0.1 0.1
C 0.3 -0.6 1.3
H 0.3 0.1 -0.1
C -0.9 -0.2 0.4
H 0.1 -0.2 -0.3
H 0.4 -0.6 0.0
C -0.9 -1.2 0.3
H -0.5 -0.3 -0.1
H 0.4 0.0 -0.3
H -0.1 0.2 0.0
H -0.1 0.3 0.4
H -0.1 -0.2 0.0
H 0.2 0.3 -0.5
N -0.8 0.7 -1.0
H 0.2 -0.2 0.1
H 0.2 -0.1 0.0
H -0.4 -0.2 0.1
H 0.0 -0.1 -0.2
C 1.0 0.4 -0.3
H -0.5 0.2 0.2
H 0.1 -0.3 0.2
H 0.1 -0.8 -0.2
H -0.8 0.6 0.4
O 0.9 -1.2 0.2
H -0.3 0.1 -0.1
C 1.7 -1.0 1.7
H 0.1 0.3 -0.2
H -0.6 0.1 0.5
H 0.2 -0.2 0.1
C 0.2 0.1 -0.2
H 1.0 0.3 -0.4
C 0.1 -0.5 1.9
H 0.1 0.9 -0.3
C -0.9 -1.0 0.2
C 1.4 1.5 0.4
C 0.6 1.4 0.0
H -0.6 0.1 0.0
H -0.1 0.2 0.0
C 0.9 0.1 -1.1
H -0.2 -0.2 -0.5
N 0.1 -1.7 0.5
H 0.4 0.3 -0.4
O -1.8 -0.4 -1.0
H 0.2 0.1 0.0
H -0.5 0.2 -0.3
O 0.6 -0.8 -0.3
H -1.2 0.0 0.8
C -0.5 -1.6 0.6
H 0.3 0.0 0.2
C 1.2 -0.9 -2.1
H 0.4 0.1 0.2
H -0.4 -0.1 0.3
H -0.1 0.3 0.6
H 0.2 0.3 0.1
C 0.6 -0.2 -1.8
C 0.0 -0.6 -1.4
H 0.7 0.5 -0.2
H 0.5 0.1 0.2
C 0.7 2.6 -1.4
H 0.2 -0.3 0.3
H 0.1 0.2 0.0
H -0.2 -0.2 -0.3
C 0.1 0.7 -0.6
H 0.1 0.4 0.3
H 0.1 -0.1 0.3
H 0.0 -0.1 0.0
H 0.7 0.4 0.0
H 0.4 -0.4 -0.1
H 0.2 0.9 -0.5
H 0.0 -0.3 -0.1
C -0.3 -1.4 -1.1
O 0.0 0.3 0.5
H -0.1 0.3 1.6
H 0.1 0.0 0.2
H -0.3 0.6 0.0
O -0.6 1.7 0.4
C 0.5 -0.9 -0.8
H -0.2 -0.3 -0.3
C 0.7 0.8 1.3
C 0.8 0.5 1.1
H -0.2 -0.3 0.0
H -0.1 -0.5 0.3
H 0.0 0.2 0.1
H 0.5 0.1 0.0
C 0.0 -0.2 -0.3
H -0.6 -0.2 -1.1
H 0.2 -0.1 0.0
H 0.2 0.3 0.1
N 1.1 1.9 -0.6
H 0.2 0.3 0.1
H -0.6 -0.2 -0.3
C 0.0 -0.4 0.8
H -0.1 0.5 0.5
H 0.3 -0.7 0.4
C 0.5 -0.6 -0.9
N 0.1 1.6 0.9
H 0.2 -0.4 -0.2
C 0.3 -0.2 -1.1
C -1.3 -0.2 -0.4
C -1.0 1.7 -0.8
H 0.4 -0.6 0.5
H -0.3 -0.4 0.0
C 0.1 -0.8 0.4
C 0.9 0.1 -0.1
C 3.6 -1.7 2.1
H -0.2 0.0 -0.5
H -0.2 -0.1 -0.2
H 0.2 0.2 -0.4
H 0.0 0.0 -0.3
C -2.1 0.7 0.0
H 0.4 -0.1 -0.3
C 0.5 0.7 0.5
N -1.2 -0.8 0.9
N 0.8 -0.5 0.7
H 0.0 -0.1 0.2
H 0.1 0.1 -0.6
H -0.1 0.1 0.3
C -2.2 0.9 0.8
H -0.3 0.3 0.0
H -0.1 0.4 0.7
H -0.2 -0.1 0.1
C 1.1 -0.4 -0.8
C -1.3 -0.1 -0.4
H 0.3 0.1 0.1
H -0.1 0.2 -0.5
O -0.2 -0.8 0.1
C -1.5 -0.1 -0.6
O 0.5 -1.0 -0.7
H 0.5 -0.3 -0.2
H 0.0 -0.1 -0.1
C 0.6 -1.3 -0.1
C 1.1 -0.2 -0.5
H -0.1 0.2 0.2
H 0.5 0.1 0.3
O 0.7 -0.8 0.6
H 0.0 0.3 0.5
N -2.8 2.9 0.1
H 0.6 0.0 0.2
H -0.6 -0.6 0.1
H 0.5 -0.1 -0.4
H -0.2 0.2 -0.1
H 0.0 0.2 -0.2
C 0.6 0.7 0.2
C 0.7 1.5 -1.4
C -0.6 0.9 0.3
H 0.0 0.7 0.0